# 1
The following is a DFT calculation (wB97M-V/def2-TZVPD) of C2H4N2S2 in the gas phase at a distorted geometry.

Cartesian coordinates (Å):
H (-1.7938, 1.2821, -0.9112)
N (-2.5904, 1.1940, -0.3032)
C (-2.4553, 0.1233, 0.3712)
N (-1.4080, -0.7775, 0.3977)
S (-0.0530, -0.6112, -0.5663)
C (1.1131, 0.2153, 0.4311)
S (2.6797, 0.2927, 0.0736)
H (-3.2320, -0.1704, 1.1054)
H (-1.5735, -1.6625, 0.9352)
H (0.6144, 0.6998, 1.2783)

Summary:
Highest occupied orbital energy, eV: -9.12
Structure (SMILES): [H]/N=C\NSC=S
Spin multiplicity: 1

Results of the Mulliken charge analysis, in e, for atoms 1 through 5: atom 1 (H): 0.225, atom 2 (N): -0.605, atom 3 (C): 0.126, atom 4 (N): -0.263, atom 5 (S): -0.019

***

# 2
The following is a DFT calculation (wB97M-V/def2-TZVPD) of C2H4N2S2 in the gas phase at a distorted geometry.

Cartesian coordinates (Å):
S (-1.7203, -1.6751, -1.4310)
C (-0.8707, -0.0176, -0.6052)
N (-1.0520, 0.6059, 0.7024)
N (-0.0577, 0.9189, 1.3830)
C (1.2298, 0.6832, 0.8208)
S (0.9796, -0.2521, -0.7987)
H (-0.7126, -2.6078, -0.9177)
H (-1.2842, 0.7623, -1.4053)
H (1.7211, 1.5818, 0.7487)
H (1.7669, 0.0006, 1.5030)

Summary:
Highest occupied orbital energy, eV: -9.15
Structure (SMILES): S[C@H]1N=NCS1
Spin multiplicity: 1

Results of the Mulliken charge analysis, in e, for atoms 1 through 5: atom 1 (S): -0.200, atom 2 (C): -0.095, atom 3 (N): -0.158, atom 4 (N): -0.191, atom 5 (C): -0.294

***

# 3
The following is a DFT calculation (wB97M-V/def2-TZVPD) of C2H4N2S3 in the gas phase at a distorted geometry.

Cartesian coordinates (Å):
S (1.9684, 1.5886, -1.5396)
C (1.0656, 1.3675, -0.2516)
S (1.3512, 0.2258, 1.0441)
N (-0.1736, 0.1283, 1.7371)
C (-1.1856, -0.6481, 1.1843)
N (-1.0362, -1.0752, -0.0311)
S (-2.4883, -1.6315, -0.7786)
H (0.1706, 2.0156, -0.0350)
H (-0.2804, 0.3773, 2.7277)
H (-2.1283, -0.5371, 1.7959)
H (-1.8744, -2.4705, -1.6393)

Summary:
Highest occupied orbital energy, eV: -8.48
Structure (SMILES): S=CSN/C=N/S
Spin multiplicity: 1

Results of the Mulliken charge analysis, in e, for atoms 1 through 5: atom 1 (S): -0.222, atom 2 (C): -0.118, atom 3 (S): 0.036, atom 4 (N): -0.258, atom 5 (C): 0.134

***

# 4
The following is a DFT calculation (wB97M-V/def2-TZVPD) of 2 unconnected molecules or ions with the total composition C2H4N2S3 at a distorted geometry.

Cartesian coordinates (Å):
S (-1.4378, -2.0450, 0.0619)
C (-1.2701, -0.3558, -0.1315)
C (-1.9858, 0.5590, 0.6249)
S (-1.5447, 2.1296, 0.1300)
N (-0.4857, 1.4842, -1.0390)
N (-0.5119, 0.2610, -1.0820)
H (-0.2595, -2.4134, -0.6635)
H (-2.9252, 0.5300, 1.1742)
S (3.0820, 0.4037, 0.3832)
H (3.5539, -0.4239, 1.3385)
H (3.7847, -0.1293, -0.7968)

Summary:
Highest occupied orbital energy, eV: -8.77
Structure (SMILES): Sc1csnn1.S
Spin multiplicity: 1

Results of the Mulliken charge analysis, in e, for atoms 1 through 5: atom 1 (S): -0.308, atom 2 (C): 0.426, atom 3 (C): -0.228, atom 4 (S): 0.087, atom 5 (N): -0.287

***

# 5
The following is a DFT calculation (wB97M-V/def2-TZVPD) of C2H4N2S4 in the gas phase at a distorted geometry.

Cartesian coordinates (Å):
S (0.1232, 1.9857, -0.2444)
C (0.5925, 0.5105, 0.0297)
N (1.8239, 0.1812, 0.3370)
S (2.8788, 1.4622, 0.9050)
C (-0.3207, -0.6537, -0.3200)
S (0.0205, -2.1269, 0.4557)
N (-1.4495, -0.2849, -1.0206)
S (-2.5279, -1.4516, -1.5665)
H (2.0347, -0.7474, 0.5958)
H (1.9011, 1.7984, 2.0576)
H (-1.7864, 0.7352, -1.0011)
H (-3.2902, -1.4088, -0.2282)

Summary:
Highest occupied orbital energy, eV: -8.69
Structure (SMILES): S=C(NS)C(=S)NS
Spin multiplicity: 1

Results of the Mulliken charge analysis, in e, for atoms 1 through 5: atom 1 (S): -0.404, atom 2 (C): 0.451, atom 3 (N): -0.264, atom 4 (S): -0.130, atom 5 (C): 0.203

***

# 6
The following is a DFT calculation (wB97M-V/def2-TZVPD) of a gas-phase ion, C2H4N3 (charge +1) at a distorted geometry.

Cartesian coordinates (Å):
H (0.9905, 2.5601, 2.0903)
N (0.7301, 1.6249, 1.7963)
N (1.6904, 0.8653, 2.0187)
N (1.3445, -0.2438, 1.3436)
C (0.3385, -0.2485, 0.6836)
C (-0.6650, -0.6774, -0.1618)
H (-1.2841, 0.1708, -0.1650)
H (-1.3260, -1.5715, 0.2077)
H (-0.2213, -0.8484, -1.2766)

Summary:
Highest occupied orbital energy, eV: -16.61
Structure (SMILES): [H]/N=N/[N+]#CC
Spin multiplicity: 1
Net charge: +1

Results of the Mulliken charge analysis, in e, for atoms 1 through 5: atom 1 (H): 0.281, atom 2 (N): -0.215, atom 3 (N): -0.153, atom 4 (N): 0.148, atom 5 (C): 0.618

***

# 7
The following is a DFT calculation (wB97M-V/def2-TZVPD) of a gas-phase ion, C2H4N3 (charge +1) at a distorted geometry.

Cartesian coordinates (Å):
N (2.5770, 0.7498, 0.1241)
C (1.4200, 0.5312, 0.1092)
N (0.1932, 0.3893, 0.1948)
C (-0.8999, -0.5485, 0.3104)
N (-1.1630, 0.8952, 0.4156)
H (3.3453, 1.1729, -0.3936)
H (-1.1054, -0.9057, -0.7012)
H (-0.7167, -1.3314, 1.0763)
H (-1.4135, 1.1819, -0.5217)

Summary:
Highest occupied orbital energy, eV: -16.06
Structure (SMILES): N=C=[N+]1CN1
Spin multiplicity: 1
Net charge: +1

Results of the Mulliken charge analysis, in e, for atoms 1 through 5: atom 1 (N): -0.170, atom 2 (C): 0.367, atom 3 (N): 0.069, atom 4 (C): -0.186, atom 5 (N): -0.372

***

# 8
The following is a DFT calculation (wB97M-V/def2-TZVPD) of 2 unconnected molecules or ions with the total composition C2H4N3 at a distorted geometry.

Cartesian coordinates (Å):
C (1.4674, 0.1761, -0.0004)
C (-1.2847, -0.4707, 0.3753)
N (-1.3495, 0.6635, -0.4607)
N (-0.5435, 0.7918, 0.4727)
N (2.5946, -0.0147, -0.0378)
H (-2.0944, -0.6441, 1.0717)
H (-0.7525, -1.3484, 0.0244)
H (-1.6156, 1.0478, -1.3536)
H (3.5781, -0.2013, -0.0916)

Summary:
Highest occupied orbital energy, eV: -16.15
Spin multiplicity: 1
Net charge: +1

Results of the Mulliken charge analysis, in e, for atoms 1 through 5: atom 1 (C): -0.193, atom 2 (C): -0.113, atom 3 (N): 0.150, atom 4 (N): -0.109, atom 5 (N): 0.087

***

# 9
The following is a DFT calculation (wB97M-V/def2-TZVPD) of a gas-phase ion, C2H4N3O (charge +1) at a distorted geometry.

Cartesian coordinates (Å):
C (0.5272, 0.2868, -0.8446)
C (-0.4076, 0.2725, 1.3259)
N (0.5160, -0.2325, -2.0361)
N (0.5150, -0.5608, -3.1033)
N (-0.1111, -0.3915, 0.1502)
O (-0.6994, -1.4835, -0.0760)
H (1.1766, 1.1418, -0.6890)
H (0.2449, 0.9032, 1.8817)
H (-1.4197, 0.5839, 1.3407)
H (-0.3419, -0.5200, 2.0506)

Summary:
Highest occupied orbital energy (spin up / spin down), eV: -13.96 / -16.85
⟨S²⟩: 2.02
Spin multiplicity: 3
Net charge: +1

Results of the Mulliken charge analysis, in e, for atoms 1 through 5: atom 1 (C): 0.164, atom 2 (C): -0.913, atom 3 (N): 0.626, atom 4 (N): -0.354, atom 5 (N): 0.327

***

# 10
The following is a DFT calculation (wB97M-V/def2-TZVPD) of 2 unconnected molecules or ions with the total composition C2H4N3O at a distorted geometry.

Cartesian coordinates (Å):
C (-3.8058, -0.1806, -0.0909)
C (0.9805, 0.7321, 0.1273)
N (4.1511, -0.3648, -0.3083)
N (2.0832, 0.3641, -0.0174)
N (3.1346, -0.2105, 0.3500)
O (-2.6447, 0.0774, -0.1441)
H (-4.3731, -0.2026, 0.8542)
H (-4.4012, -0.4210, -0.9876)
H (-0.0144, 1.0875, 0.0440)
H (4.8898, -0.8816, 0.1727)

Summary:
Highest occupied orbital energy (spin up / spin down), eV: -13.22 / -13.22
⟨S²⟩: 2.03
Spin multiplicity: 3
Net charge: +1

Results of the Mulliken charge analysis, in e, for atoms 1 through 5: atom 1 (C): -0.045, atom 2 (C): 0.015, atom 3 (N): -0.218, atom 4 (N): 0.410, atom 5 (N): -0.059

***

# 11
The following is a DFT calculation (wB97M-V/def2-TZVPD) of a molecular structure, C2H4N3O8S2 at a distorted geometry.

Cartesian coordinates (Å):
C (0.7947, 1.2658, -0.5599)
C (2.2078, 0.7850, -0.8985)
N (-0.2814, 0.5207, -0.9483)
N (-1.2206, -2.6350, -1.5912)
N (-1.5913, -2.8869, -0.5911)
O (-1.0230, 1.0089, 1.4100)
O (0.7190, 2.4750, -0.3353)
O (-2.1703, -3.1538, 0.3799)
O (-0.1253, -1.2960, 0.9305)
O (-2.4482, -0.2802, -0.1613)
O (-2.2462, 2.0936, -0.3233)
O (1.4988, 0.3303, 1.4898)
O (-0.0958, -0.4074, 3.1829)
S (-1.6207, 0.8455, 0.0099)
S (0.1628, -0.1964, 1.7815)
H (2.2209, -0.3266, -1.2765)
H (2.5048, 1.3688, -1.8373)
H (2.8599, 0.9330, -0.0075)
H (-0.1459, -0.4444, -0.6544)

Summary:
Highest occupied orbital energy, eV: -6.58
Spin multiplicity: 1
Net charge: -1

Results of the Mulliken charge analysis, in e, for atoms 1 through 5: atom 1 (C): 0.699, atom 2 (C): -0.971, atom 3 (N): -0.351, atom 4 (N): -0.439, atom 5 (N): 1.018

***

# 12
The following is a DFT calculation (wB97M-V/def2-TZVPD) of C2H4N3PS in the gas phase at a distorted geometry.

Cartesian coordinates (Å):
C (-0.7252, -1.3046, -0.1033)
C (1.4703, -0.2920, 0.2683)
N (-2.9374, 0.9889, 0.4610)
N (-0.3837, 1.0167, -0.4841)
N (0.0333, -0.3277, -0.0229)
P (-1.8738, 1.8138, -0.1985)
S (-1.5332, -2.6115, -0.1639)
H (1.8213, 0.7426, 0.2674)
H (1.5759, -0.7514, 1.2171)
H (2.1404, -0.8768, -0.4052)
H (0.4120, 1.6020, -0.8361)

Summary:
Highest occupied orbital energy (spin up / spin down), eV: -9.00 / -6.89
Spin multiplicity: 1

Results of the Mulliken charge analysis, in e, for atoms 1 through 5: atom 1 (C): 0.415, atom 2 (C): -0.868, atom 3 (N): -0.350, atom 4 (N): -0.422, atom 5 (N): 0.217

***

Energy relative to the best compared isomer or geometry (same formula, charge and spin) list, top to bottom, in eV: 1.733 3.273 1.539 1.709 1.515 5.069 3.872 4.626 0.911 1.672 1.304 4.422
E_tot list, top to bottom, in a.u.: -984.45119 -984.39460 -1382.61554 -1382.60928 -1780.78691 -242.41312 -242.45712 -242.42942 -317.61561 -317.58764 -1641.19233 -982.22985